Molecular formula: C44H40AuClN2P2Se
Method: DFT, ωB97M-V/def2-TZVPD

```
91
Properties=species:S:1:pos:R:3:forces:R:3
Au -0.48663 -0.62059 -0.46096 -0.21 -0.52 -0.19
Cl -1.91411 -1.98865 -1.86984 -0.07 0.01 -0.07
P -1.91335 -1.12534 1.42073 -1.81 -0.47 0.78
P 0.92979 -0.19048 -2.34632 0.45 0.15 -1.74
C -1.73628 -0.18065 2.97717 0.14 0.30 0.34
C -1.78473 -2.85189 2.00356 0.35 -0.39 -0.04
C -3.66540 -0.89308 0.97836 -0.23 0.08 -0.56
C 0.23262 0.87929 -3.64251 -0.49 0.35 -0.15
C 2.52613 0.63676 -2.04722 0.38 0.02 0.48
C 1.36267 -1.77991 -3.14826 -0.15 -0.35 0.05
C -2.71430 0.71944 3.43788 0.16 -0.23 -0.22
C -2.49611 1.45499 4.60293 0.15 -0.02 0.13
C -1.28821 1.34385 5.29574 -0.03 0.02 -0.18
C -0.30928 0.45422 4.84114 -0.15 -0.06 0.09
C -0.56608 -0.35161 3.73645 0.11 0.36 -0.37
H -3.65721 0.82657 2.89978 0.30 -0.01 0.13
H -3.27833 2.12114 4.96883 0.24 -0.18 -0.10
H -1.11329 1.93679 6.19521 -0.05 -0.16 -0.30
H 0.64542 0.36988 5.35929 -0.29 -0.07 0.02
H 0.16246 -1.11661 3.44998 -0.16 0.18 0.09
C -4.04283 0.29918 0.33196 -0.15 -0.33 0.19
C -5.38360 0.53981 0.03497 0.12 -0.11 0.08
C -6.35370 -0.41863 0.34998 0.24 -0.06 0.11
C -5.97393 -1.62768 0.93995 0.09 0.16 -0.07
C -4.63197 -1.87745 1.23655 0.16 0.29 0.09
H -3.28248 1.03369 0.06021 -0.17 -0.08 0.07
H -5.66865 1.47797 -0.44008 0.04 -0.26 0.09
H -7.40417 -0.22200 0.13090 0.32 -0.08 0.04
H -6.72334 -2.38253 1.17762 0.20 0.20 -0.12
H -4.33279 -2.82946 1.67634 -0.16 0.27 -0.08
C -2.06843 -3.21724 3.33381 0.11 0.06 -0.09
C -1.92465 -4.54487 3.74276 -0.02 0.06 -0.20
C -1.48127 -5.51722 2.83957 0.02 0.23 -0.08
C -1.20237 -5.16017 1.51638 -0.18 -0.03 0.22
C -1.39033 -3.84576 1.09479 0.20 0.15 0.05
H -2.39724 -2.46835 4.05636 0.10 -0.21 -0.20
H -2.15429 -4.81668 4.77450 0.06 0.08 -0.33
H -1.35761 -6.55081 3.16807 -0.01 0.33 -0.10
H -0.84415 -5.90764 0.80918 -0.18 0.17 0.16
H -1.24152 -3.57699 0.04930 0.08 -0.14 0.21
C 3.74483 -0.05279 -2.13821 -0.21 0.10 0.08
C 4.94376 0.60829 -1.86113 -0.03 0.16 0.06
C 4.92930 1.93567 -1.42268 -0.01 -0.24 0.08
C 3.71349 2.61335 -1.29410 -0.06 -0.03 -0.13
C 2.52427 1.99007 -1.66471 0.10 -0.22 0.23
H 3.75274 -1.10042 -2.44401 0.04 0.31 0.05
H 5.88813 0.07856 -1.99131 -0.25 0.17 0.07
H 5.86602 2.44467 -1.18502 -0.30 -0.17 -0.08
H 3.69173 3.63811 -0.92265 0.05 -0.17 -0.25
H 1.59320 2.55970 -1.68400 0.16 -0.14 0.14
C -1.16232 0.98253 -3.76375 0.20 0.02 0.01
C -1.72747 1.79820 -4.74209 0.15 0.07 -0.17
C -0.90777 2.50788 -5.62738 0.06 -0.18 0.22
C 0.48424 2.41524 -5.51191 -0.13 -0.14 0.12
C 1.05329 1.61403 -4.52042 -0.07 -0.02 0.08
H -1.79503 0.40496 -3.09245 0.01 0.14 -0.17
H -2.81223 1.87659 -4.81764 0.30 -0.05 0.00
H -1.35151 3.13235 -6.40553 0.14 -0.19 0.28
H 1.13199 2.96997 -6.19330 -0.21 -0.18 0.22
H 2.13952 1.57567 -4.42400 -0.30 -0.04 -0.08
C 1.40360 -1.90657 -4.54674 0.08 0.09 0.26
C 1.76339 -3.12510 -5.12753 -0.01 -0.01 0.16
C 2.01411 -4.24402 -4.32785 -0.08 0.27 0.06
C 1.91967 -4.13802 -2.93744 0.11 0.18 -0.02
C 1.62533 -2.90835 -2.35248 -0.10 0.17 -0.24
H 1.15971 -1.04917 -5.17564 0.11 -0.28 0.13
H 1.84264 -3.19847 -6.21308 -0.09 0.00 0.33
H 2.27926 -5.19697 -4.78601 -0.11 0.26 0.12
H 2.08326 -5.00818 -2.30364 0.02 0.19 -0.18
H 1.58529 -2.82441 -1.26548 -0.06 -0.11 -0.17
H -4.58108 -0.65809 -3.47524 0.24 -0.29 0.09
H -4.08046 -1.17911 -3.25439 -0.33 0.36 -0.14
C 0.08061 2.25062 1.22350 -0.21 0.05 -0.13
N 1.44097 1.99535 1.67807 -0.01 -0.52 0.09
C 2.09230 0.80065 1.63900 0.68 1.60 0.59
Se 1.54011 -0.87837 1.02364 1.05 0.39 0.73
N 3.32370 1.03328 2.17859 -0.11 -0.01 0.01
C 3.45724 2.37270 2.56483 0.36 -0.89 -0.37
C 4.54438 3.09909 3.03974 0.09 0.60 0.35
C 4.33419 4.47305 3.25999 0.17 -1.05 -0.14
C 3.10524 5.09512 2.94627 -0.77 -0.70 -0.33
C 2.04171 4.34393 2.41669 0.28 0.63 0.35
C 2.24909 2.97661 2.26771 -0.53 -0.47 -0.78
H -0.10716 1.67641 0.29819 0.10 0.45 0.40
H 0.01215 3.32609 1.02569 -0.18 -0.39 -0.06
H -0.64410 1.94706 1.99318 0.23 0.17 -0.20
H 4.04281 0.31843 2.24061 -0.18 0.20 0.01
H 5.48522 2.57594 3.22512 -0.20 0.48 0.08
H 5.13258 5.07923 3.67973 -0.08 -0.16 -0.14
H 2.99646 6.16579 3.12272 -0.04 -0.35 -0.13
H 1.08116 4.76157 2.11354 0.41 0.22 0.28
```
Forces are in eV/Å.

## Properties
ΔE to the lowest compared entry with this formula, charge and spin in kJ/mol: 0.00
Expectation value of S²: 2.02
2S+1: 3
HOMO level (spin up / spin down) in Ha: -0.45965 / -0.49587
Charge: +2
Strongest force on any atom in eV Å⁻¹: 2.03